Density functional theory data (the ωB97M-V functional and the def2-TZVPD basis) for C34H40AlN4 as an isolated structure in a non-equilibrium geometry.

Atoms and positions in Å:
Al: 0.0758 -0.5222 0.6958
N: 1.2756 -3.5733 3.7990
N: -0.5014 -2.6860 -1.6515
C: 1.6518 1.9177 -0.1216
C: 2.8081 1.2241 0.2937
C: 2.6407 0.8364 1.6475
C: 3.5736 0.0604 2.4890
H: 4.4647 -0.2396 1.9300
H: 3.1023 -0.8652 2.8893
H: 3.8780 0.6626 3.3548
C: 1.3635 1.2608 2.0727
C: 0.9086 1.2031 3.4702
H: 1.5282 1.8811 4.0771
H: 1.0477 0.1678 3.8664
H: -0.1445 1.4599 3.6014
C: 0.6732 1.8691 0.9514
C: -0.3501 2.9343 1.1525
H: -1.1240 2.6388 1.8717
H: -0.8515 3.2146 0.2152
H: 0.1166 3.8597 1.5502
C: 4.0921 1.0986 -0.4344
H: 4.7383 1.9607 -0.2066
H: 3.9368 1.0714 -1.5183
H: 4.6418 0.1943 -0.1427
C: 1.5971 2.8108 -1.2999
H: 0.5719 3.1390 -1.5050
H: 1.9662 2.3029 -2.2024
H: 2.2113 3.7224 -1.1662
C: 0.4859 -4.3457 4.5286
H: 0.8484 -4.6407 5.5183
C: -0.7690 -4.7741 4.0636
H: -1.3795 -5.4219 4.6890
C: -1.1744 -4.4025 2.7673
H: -2.0605 -4.8750 2.3134
C: -0.4165 -3.4301 2.0853
H: -0.5041 -3.2205 0.9954
C: 0.6135 -2.7732 2.9069
C: 1.1638 -1.4432 2.8963
H: 1.6447 -1.4905 1.8364
C: -0.2538 -1.2776 -1.5741
C: 0.6971 -3.1394 -2.2643
H: 1.3696 -3.9824 -1.9842
C: 0.7875 -2.2782 -3.3356
H: 1.1209 -2.5203 -4.3219
N: 0.1551 -1.0932 -2.9404
C: 0.0559 0.1070 -3.6590
C: 1.1778 0.4859 -4.4152
C: 1.0625 1.6349 -5.2052
H: 1.8906 1.9130 -5.8716
C: -0.1062 2.4040 -5.1382
C: -0.2889 3.5604 -6.0667
H: -0.8429 4.3575 -5.5512
H: -0.8727 3.2472 -6.9485
H: 0.6901 3.9252 -6.4019
C: -1.1494 2.0957 -4.2535
H: -2.0337 2.7361 -4.1927
C: -1.0823 0.9305 -3.4845
C: -2.1559 0.5183 -2.5428
H: -2.5126 -0.5005 -2.7369
H: -3.0153 1.1916 -2.6354
H: -1.8404 0.5545 -1.4893
C: 2.4686 -0.2514 -4.3034
H: 2.4047 -1.2980 -4.6103
H: 2.8808 -0.2364 -3.2829
H: 3.2032 0.2004 -4.9744
C: -5.4466 -0.6906 3.8424
C: -4.1720 -0.4783 3.1011
C: -2.9864 -1.0033 3.6030
C: -1.8267 -0.8109 2.8867
N: -1.7360 -0.2611 1.6418
C: -2.8852 0.3592 1.2061
C: -4.0853 0.2345 1.9007
H: -5.6874 -1.7578 3.9319
H: -5.3884 -0.2880 4.8612
H: -6.2667 -0.1961 3.3196
H: -2.9412 -1.5643 4.5422
H: -0.9186 -1.2226 3.2971
H: -2.8229 0.9249 0.2795
H: -4.9915 0.6830 1.4908

The maximum force is 7.99 eV/A. The calculation puts the HOMO energy (alpha / beta) at -3.01 / -3.01 eV. The total energy comes out at -48456.02864 eV. For the energy above the lowest of the compared OMol25 structures with the same formula, charge and spin, the calculation gives 199.4 kcal per mole. The value obtained for the frontier orbital gap (alpha / beta) is 5.24 / 5.24 eV. The net charge is -1.

=====

Density functional theory data (the ωB97M-V functional and the def2-TZVPD basis) for C3H3N3OS in the gas phase in a non-equilibrium geometry.

Atoms and positions in Å:
S: -1.3804 -1.4585 -1.1903
N: -0.0146 -1.9467 -0.6296
C: 0.8351 -1.1659 -0.0121
C: 0.6006 0.1890 0.2848
C: -0.3494 1.2713 -0.1128
N: -0.1510 2.2883 0.6895
O: 1.0351 2.0755 1.4235
N: 1.4011 0.7804 1.1605
H: -2.0612 -2.8535 -1.2281
H: 1.8256 -1.3869 0.3639
H: -1.1260 1.3522 -0.9817

The maximum force is 5.77 eV/A. The calculation puts the HOMO energy at -9.11 eV. The SMILES is S/N=C\c1cnon1. The total energy comes out at -20507.73366 eV. For the energy above the lowest of the compared OMol25 structures with the same formula, charge and spin, the calculation gives 130.2 kcal per mole. The value obtained for the frontier orbital gap is 8.63 eV.

=====

Density functional theory data (the ωB97M-V functional and the def2-TZVPD basis) for an isolated ion of composition C3H6NO3 and charge -1 in a non-equilibrium geometry.

Atoms and positions in Å:
N: -0.1811 0.6965 -1.2899
C: -0.4361 0.1827 0.0680
C: 0.3172 -1.0964 0.2470
O: -0.1367 -2.1332 -0.6472
C: -0.0905 1.2176 1.1983
O: 0.5243 2.2387 0.8207
O: -0.4639 0.8838 2.3373
H: 0.7817 0.4906 -1.5358
H: -0.2145 1.7112 -1.2277
H: -1.5008 -0.0320 0.1545
H: 0.2144 -1.4969 1.2591
H: 1.4002 -0.9605 0.1247
H: -0.2143 -1.7022 -1.5091

The maximum force is 1.09 eV/A. The calculation puts the HOMO energy at -4.13 eV. The SMILES is N[C@@H](CO)C(=O)[O-]. The total energy comes out at -10842.54246 eV. For the energy above the lowest of the compared OMol25 structures with the same formula, charge and spin, the calculation gives 23.8 kcal per mole. The value obtained for the frontier orbital gap is 8.07 eV. The net charge is -1.

=====

Density functional theory data (the ωB97M-V functional and the def2-TZVPD basis) for C4H5NS in the gas phase in a non-equilibrium geometry.

Atoms and positions in Å:
C: 1.0002 -0.6869 0.8213
N: 1.7183 -0.9941 -0.2084
S: 0.7398 -0.8575 -1.6524
C: -0.6776 -0.2063 -0.8122
C: -0.4593 1.1654 -0.2394
C: -0.3185 -0.0919 0.6295
H: 1.4613 -0.9189 1.7852
H: -1.5977 -0.5891 -1.2061
H: -1.3384 1.7777 -0.0840
H: 0.4997 1.6134 -0.4946
H: -1.0278 -0.2117 1.4610

The maximum force is 2.00 eV/A. The calculation puts the HOMO energy at -8.39 eV. The SMILES is C1=NS[C@@H]2C[C@H]12. The total energy comes out at -16552.73967 eV. For the energy above the lowest of the compared OMol25 structures with the same formula, charge and spin, the calculation gives 30.6 kcal per mole. The value obtained for the frontier orbital gap is 9.34 eV.

=====

Density functional theory data (the ωB97M-V functional and the def2-TZVPD basis) for a 2-piece molecular cluster, C2H9N2O overall in a non-equilibrium geometry.

Atoms and positions in Å:
C: 0.4448 -1.3479 -0.6041
C: 1.2238 -0.3911 -0.1359
N: 0.7328 0.5307 0.8652
N: -0.8596 -1.6128 -0.2095
H: 0.9120 -2.0588 -1.2997
H: 2.3011 -0.3162 -0.2463
H: 1.3143 0.5496 1.7053
H: 0.4455 1.4402 0.3955
H: -0.1818 0.2908 1.2701
H: -1.3919 -1.8594 -1.0416
H: -1.0297 -2.3993 0.4058
H: -1.9318 1.9140 -0.3466
H: -0.9595 3.0962 0.0398
O: -1.0268 2.1688 -0.1310

The maximum force is 2.09 eV/A. The calculation puts the HOMO energy at -14.15 eV. The total energy comes out at -7240.41511 eV. For the energy above the lowest of the compared OMol25 structures with the same formula, charge and spin, the calculation gives 44.8 kcal per mole. The value obtained for the frontier orbital gap is 10.90 eV. The net charge is +1.

=====

Density functional theory data (the ωB97M-V functional and the def2-TZVPD basis) for C20H20AuBrN4S2Te as an isolated structure.

Atoms and positions in Å:
Au: 1.0515 1.0968 -0.0813
Br: -1.0898 -4.7379 4.5948
C: -0.9535 -3.0561 3.7388
C: 0.2509 -2.6768 3.1637
C: 0.3382 -1.4508 2.5262
C: -0.7655 -0.6002 2.4801
C: -1.9680 -0.9953 3.0593
C: -2.0634 -2.2274 3.6881
N: -0.6110 0.6199 1.8010
C: -1.2660 1.6473 2.1228
C: -1.1876 2.8758 1.3063
C: -1.8032 4.0366 1.7468
C: -1.7657 5.1633 0.9412
C: -1.1352 5.0785 -0.2864
C: -0.5571 3.8727 -0.6558
N: -0.5683 2.7969 0.1221
H: 1.1109 -3.3297 3.2165
H: 1.2717 -1.1158 2.0859
H: -2.8475 -0.3682 2.9874
H: -2.9990 -2.5463 4.1258
H: -1.8976 1.6971 3.0142
H: -2.3017 4.0487 2.7071
H: -2.2288 6.0863 1.2635
H: -1.0907 5.9245 -0.9574
H: -0.0646 3.7663 -1.6147
Te: 3.5391 0.5654 0.1469
C: 3.9335 -0.7931 -1.4175
C: 3.3557 -1.9978 -1.7076
C: 3.9412 -2.6528 -2.8259
C: 4.9676 -1.9390 -3.3662
S: 5.2079 -0.4710 -2.5210
H: 2.5551 -2.4194 -1.1131
H: 3.6231 -3.6161 -3.1993
H: 5.5913 -2.2026 -4.2051
C: -1.0508 0.9467 -2.9513
N: -0.8293 -0.0967 -1.9792
C: 0.0892 -1.1953 -2.2792
C: -0.0554 -2.0777 -1.0396
N: -1.3707 -1.6776 -0.5645
C: -1.7464 -0.4693 -1.0467
S: -3.0980 0.3708 -0.5668
H: -0.1039 1.4440 -3.1646
H: -1.7665 1.6545 -2.5391
H: -1.4548 0.5348 -3.8822
H: 1.1038 -0.8224 -2.4178
H: -0.2292 -1.7186 -3.1884
H: 0.7218 -1.8500 -0.3023
H: -0.0262 -3.1395 -1.2784
H: -1.7571 -1.9838 0.3127

The maximum force is 0.44 eV/A. The calculation puts the HOMO energy at -6.96 eV. The total energy comes out at -129723.92122 eV. For the energy above the lowest of the compared OMol25 structures with the same formula, charge and spin, the calculation gives 12.3 kcal per mole. The value obtained for the frontier orbital gap is 6.10 eV.

=====

Density functional theory data (the ωB97M-V functional and the def2-TZVPD basis) for C21H22N4O4S in the gas phase in a non-equilibrium geometry.

Atoms and positions in Å:
C: -6.3394 -2.0793 -0.9047
O: -6.2021 -1.0914 0.1087
C: -5.4820 -0.0222 -0.2101
O: -5.0960 0.2504 -1.3146
C: -5.2931 0.8591 1.0139
S: -3.6091 1.5388 1.0338
C: -2.7814 0.0582 0.6809
N: -3.3489 -1.1108 0.5885
N: -2.3951 -1.9940 0.2550
C: -1.2664 -1.3596 0.1353
C: 0.0167 -2.0168 -0.2369
N: 1.1781 -1.3485 0.3079
C: 1.2925 -1.0389 1.6176
O: 0.4299 -1.2773 2.4322
C: 2.5924 -0.3215 1.9914
C: 3.6758 -0.4431 0.9653
C: 4.4140 -1.6182 0.8575
C: 5.3906 -1.7503 -0.1130
C: 5.6432 -0.7099 -0.9921
C: 4.9171 0.4646 -0.8914
C: 3.9404 0.5971 0.0806
N: -1.4474 -0.0237 0.3911
C: -0.5421 1.0515 0.3933
C: -0.4156 1.8336 1.5291
C: 0.4378 2.9234 1.5323
C: 1.1551 3.2317 0.3919
C: 1.0385 2.4534 -0.7493
C: 0.1926 1.3520 -0.7657
O: 0.0134 0.5206 -1.8281
C: 0.6669 0.8233 -3.0373
H: -7.1205 -2.7565 -0.5691
H: -6.6079 -1.6153 -1.8559
H: -5.3914 -2.6094 -1.0135
H: -5.9616 1.7190 0.9715
H: -5.4645 0.2815 1.9201
H: 0.1106 -2.0288 -1.3253
H: -0.0449 -3.0504 0.1242
H: 1.9370 -1.1245 -0.3151
H: 2.3303 0.7274 2.1539
H: 2.9125 -0.7356 2.9495
H: 4.2180 -2.4308 1.5420
H: 5.9581 -2.6663 -0.1831
H: 6.4064 -0.8125 -1.7489
H: 5.1153 1.2825 -1.5691
H: 3.3770 1.5158 0.1608
H: -0.9838 1.5730 2.4078
H: 0.5347 3.5282 2.4198
H: 1.8163 4.0853 0.3809
H: 1.6058 2.7180 -1.6276
H: 0.3794 1.8095 -3.4126
H: 1.7560 0.7751 -2.9282
H: 0.3406 0.0628 -3.7449

The maximum force is 1.37 eV/A. The calculation puts the HOMO energy at -8.17 eV. The SMILES is COC(=O)CSc1nnc(CNC(=O)Cc2ccccc2)n1-c1ccccc1OC. The total energy comes out at -47119.96299 eV. For the energy above the lowest of the compared OMol25 structures with the same formula, charge and spin, the calculation gives 49.5 kcal per mole. The value obtained for the frontier orbital gap is 8.63 eV.

=====

Density functional theory data (the ωB97M-V functional and the def2-TZVPD basis) for C3H4N4O2 in the gas phase in a non-equilibrium geometry.

Atoms and positions in Å:
H: -1.0727 0.0845 -1.5783
N: -1.5390 0.7350 -0.9385
C: -1.0595 0.6873 0.2235
C: -1.7291 1.6530 1.1109
N: -2.2188 2.3310 1.9218
N: -0.0802 -0.0332 0.9228
C: 0.6467 -1.0865 0.3948
O: 1.0375 -2.0278 1.0535
N: 1.0245 -1.0217 -0.9565
O: 1.2905 0.2023 -1.6066
H: -0.2192 -0.2336 1.9071
H: 1.7035 -1.7571 -1.1417
H: 2.2159 0.4667 -1.3127

The maximum force is 2.33 eV/A. The calculation puts the HOMO energy at -10.77 eV. The SMILES is [H]/N=C(/C#N)NC(=O)NO. The total energy comes out at -13228.97182 eV. For the energy above the lowest of the compared OMol25 structures with the same formula, charge and spin, the calculation gives 44.8 kcal per mole. The value obtained for the frontier orbital gap is 10.85 eV.